[1]
10
Properties=species:S:1:pos:R:3:lowdin_charge:R:1 method="wB97M-V/def2-TZVPD" mol_weight_g_mol=198.98 de_lowest_kcal_mol=22.5 homo_ev=-14.517 lumo_ev=-5.059 e_tot_ev=-15152.3108 charge=+1 gap_ev=9.46 largest_force_ev_per_a=6.7 spin_multiplicity=1
C 1.651 0.190 -0.038 -0.536
N -2.575 -1.530 -0.242 0.183
N -1.941 -0.652 0.130 -0.252
N -1.310 0.241 0.279 0.195
N 0.908 1.267 0.012 0.058
I 3.803 0.363 -0.046 0.914
H -3.071 -2.319 0.284 0.179
H 1.330 -0.839 -0.415 0.095
H -0.204 1.128 0.033 0.049
H 1.409 2.153 0.002 0.115



[2]
9
Properties=species:S:1:pos:R:3:lowdin_charge:R:1 method="wB97M-V/def2-TZVPD" mol_weight_g_mol=221.99 de_lowest_kcal_mol=116.1 homo_ev="-8.857 / -7.891" lumo_ev="-1.264 / -0.552" e_tot_ev=-31370.7161 gap_ev="7.59 / 7.34" largest_force_ev_per_a=4.5 spin_multiplicity=1
C 0.077 -0.398 -2.182 0.105
O 1.481 -0.384 1.460 -0.592
P -1.182 0.189 1.071 0.050
S 0.439 0.699 2.223 0.330
I -2.425 2.139 1.993 0.222
H 0.149 -0.871 -1.322 -0.116
H 0.085 0.609 -2.064 -0.054
H -0.285 -0.762 -3.128 0.000
H 1.663 -1.222 1.948 0.055



[3]
9
Properties=species:S:1:pos:R:3:lowdin_charge:R:1 method="wB97M-V/def2-TZVPD" mol_weight_g_mol=238.06 de_lowest_kcal_mol=36.5 homo_ev="-8.485 / -8.411" lumo_ev="-1.463 / -1.504" e_tot_ev=-40159.9586 gap_ev="7.02 / 6.91" largest_force_ev_per_a=3.1 spin_multiplicity=1
C 0.853 -1.550 1.188 -0.390
P -2.504 2.134 -0.870 0.159
S 1.339 -0.838 -0.447 0.260
S 1.328 1.047 -0.629 0.080
I -1.796 2.843 -3.066 0.167
H 1.728 -1.651 1.778 0.014
H 0.260 -2.485 1.175 0.056
H 0.274 -0.705 1.479 -0.008
H -1.482 1.205 -0.607 -0.338



[4]
12
Properties=species:S:1:pos:R:3:lowdin_charge:R:1 method="wB97M-V/def2-TZVPD" mol_weight_g_mol=255.91 homo_ev=-5.465 lumo_ev=3.024 e_tot_ev=-34036.1226 charge=-1 gap_ev=8.49 largest_force_ev_per_a=0.8 spin_multiplicity=1
O -1.416 -0.470 2.629 -0.402
P -1.105 -0.646 1.198 0.289
O -2.481 -0.705 0.320 -0.235
O -0.544 -2.139 0.917 -0.215
In 0.406 1.137 0.185 0.397
N 2.204 0.104 -0.571 -0.088
C 2.346 0.174 -1.745 -1.056
S 2.613 0.225 -3.327 0.496
H -2.659 0.193 0.017 0.031
H 0.230 -2.082 0.344 0.038
H -0.416 1.776 -1.244 -0.117
H 0.823 2.432 1.278 -0.138